{"formula": "C10H13INO", "method": "ωB97M-V/def2-TZVPD", "relative_energy_kcal_mol": 11.3, "gap_ev": 7.540, "charge": 1, "elements": ["C", "C", "C", "C", "C", "C", "C", "C", "C", "C", "N", "O", "I", "H", "H", "H", "H", "H", "H", "H", "H", "H", "H", "H", "H", "H"], "positions_angstrom": [[-3.7453, -0.1946, -1.2282], [-2.7908, -0.9338, -0.5869], [-3.7309, 1.1723, -1.2672], [-1.8997, -0.2774, 0.2473], [-2.8650, 1.8255, -0.3948], [2.9709, -0.6806, -0.5005], [2.8866, 0.7295, 0.1911], [2.8426, -1.8751, 0.4861], [1.6158, 0.6637, 0.9871], [1.2279, -0.5772, 1.4593], [-2.0279, 1.0773, 0.3156], [1.6059, -1.7999, 1.1618], [0.7433, 2.5728, 1.4329], [-4.4299, -0.8711, -1.7984], [-2.8568, -1.9707, -0.6724], [-4.3703, 1.7185, -1.9209], [-0.9916, -0.6836, 0.5662], [-2.6061, 2.7947, -0.6381], [2.2624, -0.7842, -1.2217], [3.9823, -0.6563, -0.9554], [3.7645, 0.9432, 0.7855], [2.8052, 1.5356, -0.5597], [2.7145, -2.8382, -0.0256], [3.7224, -1.9415, 1.1614], [-1.2243, 1.6127, 0.8183], [0.3943, -0.5614, 2.1571]], "forces_ev_per_angstrom": [[-1.3, -1.9, -1.5], [0.4, 1.3, 1.8], [-0.1, 0.4, 1.1], [-1.6, 1.4, -1.9], [-0.5, -2.7, -1.9], [3.5, 0.6, 2.3], [-1.3, -0.6, -1.1], [0.9, 0.0, -1.4], [0.8, -1.9, 0.7], [-1.8, 3.9, 0.7], [2.3, 0.2, 1.1], [0.3, 0.1, 0.7], [0.5, -0.9, 0.4], [0.3, 1.4, 0.2], [0.5, -1.5, -0.1], [-0.3, 0.4, -0.3], [0.8, -0.6, 1.2], [0.3, 2.3, 0.7], [-2.1, -0.1, -2.2], [-0.6, -0.6, 0.0], [0.2, 0.0, 0.3], [0.2, -0.5, 0.1], [0.7, 0.4, -0.2], [-0.8, 0.1, 0.0], [-1.3, -0.9, -0.7], [-0.1, -0.3, 0.0]], "mulliken_charge": [-0.01, -0.60, -0.56, -0.03, -0.05, -0.77, -0.60, -0.46, -0.02, -0.48, 0.37, -0.38, 0.05, 0.33, 0.41, 0.40, 0.33, 0.40, 0.37, 0.33, 0.33, 0.43, 0.32, 0.29, -0.22, 0.80]}

=====

{"formula": "C7H16FN3O2P", "method": "ωB97M-V/def2-TZVPD", "gap_ev": 9.161, "charge": 1, "elements": ["C", "C", "C", "P", "O", "O", "N", "C", "C", "N", "F", "H", "H", "H", "H", "H", "H", "H", "H", "H", "H", "H", "H", "H", "C", "C", "N", "H", "H", "H"], "positions_angstrom": [[2.0126, 0.1977, 1.5357], [0.6386, 0.0294, 0.5976], [-0.7053, 0.5480, 1.3504], [-1.6170, 1.8212, 0.1903], [-2.5246, 2.8217, 1.3434], [-2.6891, 0.9975, -0.9081], [-1.6186, -0.5056, 1.9171], [-1.0381, -1.8994, 1.8760], [-0.6416, -2.1611, 0.2723], [0.6159, -1.3631, 0.0340], [0.8868, -1.4167, -1.3145], [2.8935, -0.2033, 0.8383], [1.9392, -0.3626, 2.5604], [2.1656, 1.3712, 1.6809], [0.8245, 0.7656, -0.3242], [-0.3461, 1.2134, 2.2738], [-2.0797, 2.6609, 2.2493], [-3.5860, 0.9655, -0.4324], [-2.4422, -0.5395, 1.2440], [-1.8246, -2.7177, 2.2397], [-0.0573, -1.9001, 2.5205], [-0.3720, -3.3214, 0.1957], [-1.5212, -1.9077, -0.4568], [1.4030, -1.8976, 0.5127], [1.3717, 1.0679, -4.1333], [2.0659, 1.2573, -2.7944], [2.6418, 1.4144, -1.6837], [0.8081, 0.1309, -4.1317], [0.6832, 1.8972, -4.3169], [2.1131, 1.0361, -4.9364]], "forces_ev_per_angstrom": [[-0.3, 0.3, -1.4], [1.3, 3.2, 0.2], [-0.2, -0.4, 1.4], [0.2, 1.8, -0.6], [2.0, -2.9, 0.1], [-0.8, 0.7, 3.9], [-0.4, -0.9, -1.6], [0.1, 0.5, -1.0], [-1.0, -2.6, 1.7], [-0.5, -1.3, 1.5], [0.3, 0.3, -0.1], [-1.7, 0.9, 1.8], [0.1, 1.1, -2.0], [-0.3, -2.8, -0.2], [-0.3, -1.8, 1.8], [-0.4, -1.3, -2.1], [-1.3, 0.4, -1.9], [1.3, -0.2, -1.2], [1.1, -0.1, 1.3], [1.9, 1.9, -0.8], [-2.0, -0.3, -1.1], [-0.4, 2.7, -0.3], [2.0, -0.1, 1.4], [-0.9, 0.7, -0.9], [0.6, 0.2, 1.1], [3.8, 1.1, 7.2], [-4.7, -1.3, -8.7], [0.1, 0.1, 0.1], [0.2, -0.1, 0.2], [0.0, 0.0, 0.2]], "mulliken_charge": [-1.23, -0.11, -0.24, 0.38, -0.51, -0.48, -0.33, -0.51, -0.58, 0.31, -0.14, 0.41, 0.31, 0.38, -0.05, 0.44, 0.37, 0.32, 0.32, 0.35, 0.27, 0.38, 0.34, 0.53, -0.82, 0.53, -0.51, 0.26, 0.29, 0.33]}

=====

{"formula": "C4H4O3S", "method": "ωB97M-V/def2-TZVPD", "relative_energy_kcal_mol": 163.1, "gap_ev": 7.909, "charge": 0, "elements": ["C", "C", "C", "C", "O", "O", "O", "S", "H", "H", "H", "H"], "positions_angstrom": [[0.1857, 0.1096, -2.1976], [1.0340, -0.3444, -2.9923], [-0.3473, -0.2478, -0.9729], [0.2524, 0.1079, 0.2974], [2.9479, -2.3407, -2.8606], [2.7152, -0.5733, -1.1443], [1.0254, -2.1759, -1.2980], [2.1571, -1.5947, -1.9832], [-1.1250, -0.9341, -1.0376], [0.3798, 1.1231, 0.3857], [1.1617, -0.3817, 0.0522], [-0.2618, -0.2400, 1.1995]], "forces_ev_per_angstrom": [[-0.1, 0.7, -0.8], [-1.4, 0.1, 1.6], [0.7, 1.1, -1.1], [-2.1, -1.2, 0.1], [0.7, -0.9, -0.9], [1.5, 0.1, 0.0], [0.0, -1.8, -0.6], [-0.5, 1.2, 1.4], [-1.5, -1.2, 0.1], [0.8, 2.5, 0.0], [1.8, -0.3, 0.8], [0.2, -0.4, -0.5]], "mulliken_charge": [-0.29, 0.01, 0.10, -0.56, -0.53, -0.57, -0.56, 1.16, 0.35, 0.33, 0.26, 0.30]}

=====

{"formula": "C5H6O2", "method": "ωB97M-V/def2-TZVPD", "smiles": "C1=COC=COC1", "relative_energy_kcal_mol": 56.7, "gap_ev": 9.110, "charge": 0, "elements": ["C", "C", "O", "C", "C", "O", "C", "H", "H", "H", "H", "H", "H"], "positions_angstrom": [[0.8882, 1.1285, -0.0654], [-0.3770, 1.4832, -0.1770], [-1.5793, 0.7910, -0.0259], [-1.6376, -0.5505, 0.0879], [-0.6804, -1.4715, -0.1285], [0.6188, -1.3045, -0.4392], [1.4271, -0.2427, 0.2801], [1.6029, 1.9373, -0.3806], [-0.5886, 2.5220, -0.5530], [-2.6367, -0.9289, 0.4085], [-0.9295, -2.4988, -0.1465], [2.4305, -0.3772, -0.1670], [1.4614, -0.4880, 1.3066]], "forces_ev_per_angstrom": [[1.2, -0.1, 0.1], [-1.6, 1.1, -0.9], [1.2, 1.4, 0.2], [-0.1, -2.0, 0.2], [-0.4, 1.4, 0.3], [1.7, 1.1, 0.6], [-0.9, -0.4, -3.0], [-0.7, -1.0, 0.6], [0.0, -1.3, 0.6], [0.9, 0.6, -0.5], [-0.5, -0.9, 0.3], [-0.5, 0.1, 0.4], [-0.2, -0.2, 1.2]], "mulliken_charge": [-0.15, -0.14, -0.39, -0.08, -0.21, -0.40, -0.39, 0.24, 0.29, 0.29, 0.39, 0.25, 0.29]}

=====

{"formula": "C10H14AsCoF5N2O7Te", "method": "ωB97M-V/def2-TZVPD", "relative_energy_kcal_mol": 40.6, "gap_ev": [6.831, 6.566], "s_squared": 6.043, "charge": 3, "multiplicity": 5, "elements": ["Co", "O", "C", "O", "C", "C", "C", "C", "C", "N", "C", "O", "O", "H", "H", "H", "H", "H", "C", "As", "C", "C", "O", "H", "H", "H", "H", "H", "H", "H", "H", "H", "F", "Te", "F", "F", "F", "F", "O", "O", "N"], "positions_angstrom": [[0.0318, 0.1359, -0.3228], [0.3084, -3.9253, -1.1744], [-0.0071, -2.6977, -0.9419], [0.7839, -1.7502, -0.8904], [-1.4627, -2.4296, -0.7144], [-2.5126, -3.3334, -0.7088], [-3.7806, -2.8410, -0.4114], [-3.9596, -1.4888, -0.1210], [-2.8476, -0.6628, -0.1494], [-1.6442, -1.1413, -0.4520], [-2.7326, 0.8056, 0.1547], [-3.7190, 1.5377, 0.5467], [-1.6197, 1.3300, 0.0128], [1.2687, -4.0577, -1.2956], [-2.3452, -4.3825, -0.9156], [-4.6307, -3.5112, -0.3949], [-4.9475, -1.1164, 0.1197], [-4.5647, 1.0732, 0.6637], [2.0446, 3.8009, 1.0323], [2.7703, 2.3057, 0.1202], [3.8810, 1.2624, 1.2493], [3.6865, 2.8174, -1.4585], [1.4207, 1.2921, -0.3282], [2.8799, 4.4404, 1.3253], [1.5171, 3.4589, 1.9210], [1.3758, 4.3528, 0.3745], [4.7214, 1.8861, 1.5604], [4.2506, 0.3966, 0.7030], [3.3132, 0.9535, 2.1252], [4.5753, 3.3722, -1.1491], [3.0597, 3.4675, -2.0665], [3.9962, 1.9322, -2.0116], [-2.1026, -0.5166, 2.8106], [-0.4202, -1.1306, 3.2454], [1.2823, -1.7035, 3.5217], [-1.0251, -1.8672, 4.7735], [-0.7652, -2.6295, 2.2355], [-0.0200, 0.4894, 3.9719], [0.1834, -0.3697, 1.5275], [0.0431, 1.4433, -2.8674], [-0.1766, 0.6358, -2.1830]], "forces_ev_per_angstrom": [[-0.5, -0.6, 0.8], [0.0, 0.1, 0.0], [-0.1, -0.1, 0.0], [0.1, -0.1, 0.0], [0.0, 0.1, 0.1], [0.0, 0.0, 0.0], [0.0, 0.0, 0.0], [0.0, 0.0, 0.0], [0.1, -0.1, 0.0], [-0.1, -0.1, 0.0], [0.0, 0.1, 0.0], [0.0, -0.1, 0.0], [-0.2, 0.1, 0.0], [0.0, 0.0, 0.0], [0.0, 0.0, 0.0], [0.0, 0.0, 0.0], [0.0, 0.0, 0.0], [0.0, 0.1, 0.0], [0.0, 0.1, 0.1], [-0.4, -0.4, 0.2], [0.1, 0.0, 0.1], [0.1, 0.0, -0.1], [0.5, 0.6, -0.6], [0.0, 0.0, 0.0], [0.0, 0.0, 0.0], [0.0, 0.0, 0.0], [0.0, 0.0, 0.0], [0.0, 0.0, 0.0], [0.0, 0.0, 0.0], [0.0, 0.0, 0.0], [0.0, 0.0, 0.0], [0.0, 0.0, 0.0], [0.0, 0.0, 0.0], [-0.1, 0.1, 0.0], [0.0, -0.1, 0.0], [0.0, 0.0, 0.1], [0.0, 0.0, -0.1], [0.0, 0.1, -0.1], [0.3, -0.2, 0.5], [-0.1, -0.2, 0.3], [0.3, 0.6, -1.2]], "mulliken_spin": [2.57, 0.00, 0.01, 0.07, -0.02, 0.00, 0.00, 0.00, -0.01, 0.07, 0.01, 0.00, 0.06, 0.00, 0.00, 0.00, 0.00, 0.00, 0.01, 0.00, 0.00, 0.00, 0.11, 0.00, 0.00, 0.00, 0.00, 0.00, 0.00, 0.00, 0.00, 0.00, 0.00, 0.01, 0.00, 0.00, 0.01, 0.01, 0.88, 0.09, 0.11]}

=====

{"formula": "C5H14NO", "method": "ωB97M-V/def2-TZVPD", "relative_energy_kcal_mol": 33.5, "gap_ev": 10.042, "charge": 1, "elements": ["C", "C", "C", "C", "C", "N", "H", "H", "H", "H", "H", "H", "H", "H", "H", "H", "H", "H", "H", "H", "O"], "positions_angstrom": [[0.7905, 1.7573, 1.0257], [0.2401, 0.6460, 0.1074], [-0.0736, -0.6067, 0.9795], [1.1842, -1.3716, 1.1454], [1.5629, -2.4266, 0.4249], [-1.0474, 1.1593, -0.4835], [1.4355, 2.4739, 0.5096], [1.2720, 1.4954, 1.9620], [-0.0794, 2.3653, 1.2814], [0.8523, 0.4836, -0.7771], [-0.4055, -0.1608, 1.9228], [-0.8965, -1.2062, 0.5743], [1.9374, -0.8015, 1.6906], [2.5765, -2.7711, 0.3074], [0.7643, -2.9209, -0.1227], [-1.8657, 0.9557, 0.0884], [-1.1367, 2.1481, -0.7097], [-1.2609, 0.6372, -1.3610], [-2.7581, -0.4359, -2.9739], [-1.1810, -0.8834, -3.0514], [-1.9110, -0.5372, -2.5398]], "forces_ev_per_angstrom": [[-0.4, 1.1, -0.8], [0.2, 0.5, 1.1], [-0.6, 0.4, -0.4], [1.6, 0.3, -0.4], [-1.3, 0.5, 0.1], [-1.2, -0.5, -0.8], [0.1, -0.3, -0.1], [0.0, -0.6, -0.2], [0.0, 0.0, 0.5], [0.3, -0.4, 0.3], [-0.2, -0.4, 0.1], [0.2, 0.0, -0.1], [0.1, -0.3, 0.1], [0.0, -0.2, 0.4], [0.3, -0.2, -0.2], [0.1, -0.1, 0.5], [0.7, 0.2, 0.1], [-0.1, -0.1, 0.0], [0.2, -0.3, -0.8], [-0.5, -0.3, -0.8], [0.4, 0.6, 1.5]], "mulliken_charge": [-1.36, 0.37, -0.85, -0.21, -0.69, -0.32, 0.36, 0.33, 0.42, 0.36, 0.37, 0.45, 0.27, 0.28, 0.25, 0.38, 0.37, 0.28, 0.30, 0.32, -0.67]}